[1]
ORCA calculation (ωB97M-V with the def2-TZVPD basis set) on one molecule with the formula C4H4ClOP.

```
11
Properties=species:S:1:pos:R:3
O 3.02 -1.60 -0.32
C 2.50 -0.62 -0.01
P 2.02 0.93 0.27
C 0.18 0.54 0.78
C -0.76 0.55 -0.40
C -1.73 -0.32 -0.65
Cl -2.04 -1.78 0.32
H -0.26 1.47 1.18
H 0.22 -0.44 1.27
H -0.67 1.42 -1.04
H -2.49 -0.15 -1.40
```

Calculated values
Frontier orbital gap in eV: 8.649
Highest occupied orbital energy in Eh: -0.3222

So, what does the Löwdin scheme give us? The charges, in e, come out as: atom 1 (O): 0.122, atom 2 (C): -0.593, atom 3 (P): 0.890, atom 4 (C): -0.426, atom 5 (C): -0.302, atom 6 (C): -0.527, atom 7 (Cl): 0.549, atom 8 (H): 0.085, atom 9 (H): 0.047, atom 10 (H): 0.099, atom 11 (H): 0.057



[2]
ORCA calculation (ωB97M-V with the def2-TZVPD basis set) on one molecule with the formula C4H4ClOP.

```
11
Properties=species:S:1:pos:R:3
O -3.25 -2.05 0.12
C -2.20 -1.63 -0.13
C -0.98 -1.39 -0.42
C -0.41 -0.09 -0.74
C -0.06 0.91 0.32
P -1.49 1.45 -0.70
Cl -3.04 0.97 0.39
H -0.27 -2.20 -0.41
H 0.25 -0.23 -1.62
H -0.24 0.90 1.48
H 0.87 1.47 0.27
```

Calculated values
Frontier orbital gap in eV: 9.377
Highest occupied orbital energy in Eh: -0.3164

So, what does the Löwdin scheme give us? The charges, in e, come out as: atom 1 (O): 0.150, atom 2 (C): -0.320, atom 3 (C): -0.157, atom 4 (C): -0.522, atom 5 (C): -0.391, atom 6 (P): 0.531, atom 7 (Cl): 0.304, atom 8 (H): 0.122, atom 9 (H): 0.116, atom 10 (H): 0.115, atom 11 (H): 0.052



[3]
ORCA calculation (ωB97M-V with the def2-TZVPD basis set) on C4H4CuLiO5 as an isolated structure.

```
15
Properties=species:S:1:pos:R:3
O -1.79 2.28 -1.18
C -1.29 1.34 -0.51
O -1.97 0.33 -0.16
O 0.01 1.42 -0.28
C 0.63 0.88 0.92
C 1.07 -0.57 0.92
H -0.08 1.02 1.75
H 1.45 1.58 1.11
H 1.75 -1.44 0.92
H 1.38 -0.58 1.98
O 2.09 -1.26 -1.32
O 0.13 -2.31 -1.28
C 1.24 -2.06 -1.70
Li -3.58 0.99 -1.26
Cu -1.04 -1.61 0.09
```

Calculated values
Net charge: +1
Frontier orbital gap (spin up / spin down) in eV: 6.900 / 7.769
2S+1: 2
⟨S²⟩: 0.758
Highest occupied orbital energy (spin up / spin down) in Eh: -0.4721 / -0.5059

So, what does the Löwdin scheme give us? The charges, in e, come out as: atom 1 (O): 0.000, atom 2 (C): -0.767, atom 3 (O): -0.120, atom 4 (O): 0.023, atom 5 (C): -0.167, atom 6 (C): 0.041, atom 7 (H): 0.143, atom 8 (H): 0.151, atom 9 (H): 0.106, atom 10 (H): 0.088, atom 11 (O): 0.164, atom 12 (O): 0.063, atom 13 (C): -0.186, atom 14 (Li): 0.874, atom 15 (Cu): 0.587



[4]
ORCA calculation (ωB97M-V with the def2-TZVPD basis set) on one molecule with the formula C4H4F2.

```
10
Properties=species:S:1:pos:R:3
C 0.93 -0.92 0.11
C -0.08 -0.01 -0.01
C -1.40 -0.45 -0.06
F -1.77 -1.70 -0.18
C -2.55 0.64 0.09
F -3.82 0.23 0.06
H 2.02 -0.72 0.04
H 0.82 -1.92 0.20
H -0.02 1.00 -0.08
H -2.51 1.74 0.01
```

Calculated values
Frontier orbital gap (spin up / spin down) in eV: 8.198 / 8.203
Highest occupied orbital energy (spin up / spin down) in Eh: -0.2967 / -0.2975

So, what does the Löwdin scheme give us? The charges, in e, come out as: atom 1 (C): 0.058, atom 2 (C): -0.145, atom 3 (C): -0.283, atom 4 (F): 0.112, atom 5 (C): -0.017, atom 6 (F): 0.002, atom 7 (H): 0.072, atom 8 (H): 0.018, atom 9 (H): 0.074, atom 10 (H): 0.108



Quick rundown of energy above the lowest of the compared OMol25 structures with the same formula, charge and spin, same order as above: 28.6, 21.5, 10.9, 47.3 kcal/mol